The following is a quantum chemistry calculation of C23H32N4O5 in the gas phase, from the Open Molecules 2025 dataset.

* lowest unoccupied orbital energy: -0.13 eV
* total energy: -1490.97956 Eh
* orbital gap: 0.307 Ha
* strongest force on any atom: 0.954 eV Å⁻¹
* HOMO level: -0.312 Eh
* relative energy (zero: lowest compared OMol25 entry of this formula, charge and spin): 0.000 eV

CARTESIAN COORDINATES (ANGSTROEM)
C: 3.015302 -0.999735 3.328133
C: 1.718762 -0.267345 3.003937
C: 0.471849 -0.971240 3.539713
C: 0.221529 -2.350354 2.920512
N: 0.055030 -2.301266 1.478497
C: 1.102255 -2.766499 0.711298
O: 2.078797 -3.309022 1.206107
C: 0.959466 -2.567018 -0.739777
C: 2.125159 -2.995245 -1.572330
C: 1.832519 -3.015508 -3.075524
C: 1.832883 -1.610893 -3.625101
O: 2.758939 -0.847531 -3.583642
O: 0.641986 -1.294109 -4.170070
C: 0.497866 0.035325 -4.634658
C: 0.449701 1.085269 -3.520985
O: 0.481051 2.269134 -3.788286
N: 0.358382 0.570595 -2.276053
C: 0.492483 1.235095 -1.036512
O: 0.556597 0.565108 -0.024459
N: 0.529974 2.565999 -1.096002
C: 0.642878 3.385170 0.086341
C: -0.613728 4.210973 0.375531
C: -1.881091 3.426197 0.755543
C: -1.619662 2.402093 1.857775
C: -2.540415 2.748564 -0.445119
N: -0.083051 -2.051481 -1.286681
C: -1.142246 -1.689093 -0.500586
C: -2.285070 -1.183905 -1.127898
C: -3.370661 -0.795813 -0.381410
C: -3.324396 -0.908012 1.005634
C: -2.206138 -1.396388 1.643480
C: -1.086131 -1.795659 0.905724
H: 3.086646 -1.200017 4.396074
H: 3.868486 -0.391766 3.036494
H: 3.077824 -1.941533 2.790009
H: 1.623819 -0.139270 1.924662
H: 1.751495 0.730584 3.449262
H: 0.566930 -1.111681 4.619364
H: -0.388588 -0.325133 3.355937
H: -0.662083 -2.813460 3.368482
H: 1.081521 -2.997937 3.102722
H: 2.432590 -3.984629 -1.224733
H: 2.962431 -2.320144 -1.368159
H: 0.866705 -3.477248 -3.273820
H: 2.622996 -3.572380 -3.580821
H: -0.436386 0.066226 -5.199476
H: 1.329068 0.307255 -5.295604
H: 0.265182 -0.446993 -2.164153
H: 0.473331 3.005088 -2.008883
H: 1.486515 4.070965 -0.046622
H: 0.864545 2.718499 0.920816
H: -0.834343 4.832029 -0.495925
H: -0.365390 4.880432 1.202460
H: -2.589874 4.169967 1.142032
H: -2.561322 1.980051 2.202231
H: -1.003029 1.587118 1.487239
H: -1.120588 2.866775 2.705684
H: -3.535041 2.401752 -0.172577
H: -2.636251 3.440758 -1.278807
H: -1.967438 1.885514 -0.770518
H: -2.286483 -1.117061 -2.205084
H: -4.253768 -0.406200 -0.863712
H: -4.178730 -0.608177 1.594265
H: -2.211586 -1.472784 2.718029

Atomic forces in eV per Å
-0.115 0.101 -0.066
0.014 -0.163 0.125
0.071 0.035 -0.276
0.099 0.015 0.596
0.405 -0.154 -0.152
-0.165 -0.088 0.508
0.071 0.049 -0.307
-0.192 0.108 -0.424
0.065 -0.108 -0.098
-0.029 0.133 0.218
0.182 -0.276 -0.105
0.005 0.044 0.018
-0.344 -0.071 -0.097
0.263 0.443 -0.296
-0.029 -0.289 -0.233
0.040 0.212 -0.260
-0.089 -0.360 0.451
0.042 0.066 -0.571
0.066 -0.188 0.413
0.060 0.376 -0.214
-0.077 0.215 0.279
-0.001 -0.238 0.074
0.077 -0.008 -0.076
-0.108 0.232 -0.101
0.006 0.144 0.189
0.677 -0.630 -0.033
-0.551 0.111 0.654
0.118 -0.111 0.241
-0.107 0.041 -0.013
0.004 0.000 -0.092
0.103 -0.088 0.119
-0.573 0.235 -0.726
0.074 -0.030 0.139
0.135 0.015 0.008
0.061 -0.085 0.018
-0.017 0.124 0.013
-0.037 0.045 -0.093
-0.073 0.004 0.040
-0.071 0.001 0.100
0.076 -0.021 -0.076
-0.235 0.038 -0.002
0.055 0.089 -0.022
0.050 -0.105 0.040
0.077 -0.050 -0.033
-0.029 0.057 -0.023
0.108 0.010 0.107
-0.186 0.018 0.137
0.045 0.429 -0.133
-0.006 -0.204 0.023
-0.028 -0.107 0.079
0.073 0.103 -0.049
0.011 0.125 -0.003
0.025 0.088 -0.008
0.057 -0.042 -0.035
-0.093 -0.076 0.085
0.090 -0.130 0.003
0.079 0.007 0.175
-0.126 -0.081 -0.013
-0.036 0.046 -0.147
-0.018 -0.108 -0.077
0.030 -0.008 -0.125
-0.076 0.036 -0.048
-0.055 0.018 0.070
0.051 0.002 0.102